Below is a 7-piece molecular cluster, C45H88N2O12 overall at a distorted geometry, with properties calculated with wB97M-V/def2-TZVPD.

XYZ file:
```
147
Properties=species:S:1:pos:R:3:lowdin_charge:R:1
C 6.4559 -3.3341 1.0429 -0.01
C 7.7310 -2.3907 1.0831 -0.48
O 8.8300 -2.7998 0.7610 0.06
N 7.4694 -1.0310 1.4815 0.01
C 8.5633 -0.0994 1.1151 -0.20
C 8.2805 1.2867 1.8437 -0.18
C 8.1220 2.4553 0.7544 -0.17
C 6.6349 2.3597 0.2277 -0.13
C 6.4516 2.7105 -1.2927 -0.20
O 6.7032 4.1330 -1.5477 0.07
C 5.7829 4.4141 -2.5761 -0.45
O 5.6242 5.5163 -2.9846 0.18
O 5.0782 3.2821 -3.0923 0.10
C 5.0615 2.3831 -1.9752 -0.34
C 3.7983 2.4833 -0.9777 -0.06
O 3.7700 1.2462 -0.2536 -0.11
C 2.5258 0.9687 0.3262 -0.19
C 1.9230 -0.3424 -0.0782 0.05
C 0.6414 -0.8492 0.4362 -0.25
C 0.0755 -2.2427 0.0021 -0.06
C -0.1092 -0.0396 1.4052 -0.03
C 0.4924 1.3030 1.8353 0.00
C 1.8013 1.8138 1.3008 -0.10
C 2.3937 3.1985 1.7968 -0.34
C 3.7841 2.9252 2.5413 -0.06
C 1.4486 3.9623 2.8181 -0.10
N 5.1828 0.9158 -2.2172 0.20
C 5.2396 0.6616 -3.4408 -0.26
O 5.0080 0.2467 -4.4975 0.21
H 6.7505 -4.4017 0.8889 0.09
H 5.8048 -2.9215 0.2206 0.09
H 5.9059 -3.1413 2.0049 0.07
H 7.2223 -0.9653 2.4729 0.12
H 9.5910 -0.4641 1.4018 0.12
H 8.4825 0.0791 0.0050 0.12
H 9.0839 1.5822 2.5702 0.10
H 7.3149 1.1969 2.4326 0.11
H 8.2623 3.4194 1.3155 0.11
H 8.8772 2.2812 -0.0563 0.11
H 5.9727 3.0489 0.8201 0.10
H 6.2214 1.3188 0.4004 0.12
H 7.3188 2.2018 -1.7980 0.16
H 4.0905 3.2842 -0.2282 0.12
H 2.8461 2.7375 -1.5143 0.16
H 2.4844 -0.9962 -0.7989 0.12
H 0.0598 -2.8793 0.9401 0.07
H 0.7169 -2.7090 -0.7921 0.08
H -0.9892 -2.1650 -0.3500 0.07
H -1.0813 -0.3754 1.8597 0.10
H -0.1130 1.8610 2.6002 0.09
H 2.4865 3.8608 0.8921 0.12
H 4.6111 3.6228 2.2510 0.07
H 4.1142 1.8601 2.3393 0.08
H 3.5572 2.9419 3.6498 0.08
H 1.8105 5.0365 2.8275 0.09
H 0.3906 3.9669 2.4160 0.08
H 1.4959 3.5633 3.8646 0.08
C -5.2954 -3.2524 1.3679 -0.08
C -4.3776 -2.2079 0.7581 -0.28
O -3.7132 -2.6496 -0.4173 -0.18
C -4.5454 -3.0275 -1.5052 -0.27
C -5.4406 -1.9080 -2.0075 -0.07
H -4.7378 -4.1633 1.5988 0.08
H -5.7436 -2.8725 2.2886 0.08
H -6.1058 -3.5285 0.6912 0.07
H -3.5943 -1.9611 1.4787 0.11
H -4.9180 -1.2758 0.5593 0.11
H -5.1314 -3.9145 -1.2435 0.11
H -3.8746 -3.3310 -2.3132 0.12
H -6.1426 -1.5725 -1.2413 0.06
H -6.0225 -2.2425 -2.8689 0.08
H -4.8425 -1.0429 -2.3035 0.06
C -7.9984 2.3199 -5.3708 -0.08
C -7.1685 1.2899 -4.6246 -0.27
O -7.0670 0.0438 -5.3025 -0.16
C -6.4689 0.0765 -6.5891 -0.28
C -5.0410 0.5916 -6.5846 -0.08
H -9.0041 1.9366 -5.5599 0.08
H -8.0774 3.2392 -4.7861 0.08
H -7.5597 2.5752 -6.3370 0.06
H -7.6455 1.0806 -3.6644 0.10
H -6.1701 1.6780 -4.3939 0.10
H -7.0932 0.6488 -7.2833 0.11
H -6.4705 -0.9538 -6.9544 0.12
H -4.9821 1.6254 -6.2377 0.06
H -4.6182 0.5526 -7.5910 0.08
H -4.4193 -0.0122 -5.9187 0.08
C 1.2498 -5.2342 2.3541 -0.08
C 2.2796 -5.2881 1.2393 -0.27
O 3.6081 -5.0483 1.6799 -0.17
C 4.1235 -5.9537 2.6436 -0.28
C 4.1675 -7.3943 2.1658 -0.08
H 1.2852 -4.2660 2.8605 0.07
H 0.2456 -5.3828 1.9506 0.08
H 1.4239 -6.0036 3.1083 0.07
H 2.0527 -4.5073 0.5101 0.10
H 2.2263 -6.2395 0.6985 0.11
H 3.5666 -5.8657 3.5824 0.11
H 5.1431 -5.6236 2.8600 0.11
H 3.1708 -7.7814 1.9455 0.07
H 4.6127 -8.0351 2.9299 0.08
H 4.7592 -7.4760 1.2508 0.08
C 4.9806 -1.9918 6.0694 -0.08
C 4.3558 -0.6076 6.0580 -0.28
O 3.9449 -0.1803 4.7688 -0.17
C 2.9731 -0.9541 4.1024 -0.28
C 1.6630 -1.0390 4.8476 -0.07
H 5.8393 -2.0293 5.3943 0.07
H 5.3152 -2.2491 7.0767 0.08
H 4.2765 -2.7600 5.7448 0.06
H 5.0969 0.1182 6.4001 0.12
H 3.5180 -0.5471 6.7617 0.11
H 3.3653 -1.9514 3.8732 0.11
H 2.7927 -0.4689 3.1384 0.10
H 1.7861 -1.5325 5.8143 0.07
H 0.9341 -1.6082 4.2664 0.07
H 1.2623 -0.0390 5.0321 0.08
C -10.3885 3.2485 0.8986 -0.08
C -8.9486 2.7665 0.9221 -0.28
O -8.8090 1.4075 1.3101 -0.16
C -9.4599 0.4509 0.4885 -0.28
C -8.9804 0.4564 -0.9522 -0.08
H -10.8534 3.1114 1.8778 0.08
H -10.4299 4.3078 0.6358 0.08
H -10.9907 2.7004 0.1719 0.06
H -8.3908 3.3532 1.6550 0.12
H -8.4601 2.9360 -0.0440 0.11
H -10.5458 0.5797 0.5437 0.11
H -9.2449 -0.5269 0.9275 0.12
H -9.1816 1.4096 -1.4455 0.06
H -9.4826 -0.3274 -1.5236 0.08
H -7.9015 0.2871 -0.9970 0.07
C -1.8417 1.9032 -1.9621 -0.07
C -2.9071 1.6366 -3.0091 -0.28
O -3.7546 2.7493 -3.2590 -0.17
C -3.1221 3.9274 -3.7344 -0.28
C -2.3930 3.7393 -5.0532 -0.08
H -2.3005 2.2144 -1.0206 0.08
H -1.2530 1.0003 -1.7837 0.07
H -1.1554 2.6951 -2.2679 0.07
H -3.5536 0.8306 -2.6553 0.10
H -2.4605 1.2840 -3.9457 0.11
H -2.4541 4.3344 -2.9684 0.11
H -3.9154 4.6666 -3.8732 0.12
H -1.5787 3.0170 -4.9695 0.07
H -1.9656 4.6862 -5.3900 0.08
H -3.0785 3.3710 -5.8206 0.07
```

Computed properties:
- spin multiplicity = 1
- frontier orbital gap (eV) = 9.131
- structure (SMILES) = CC(=O)NCCCC[C@@H]1OC(=O)O[C@@]1(COc1cc(C)ccc1C(C)C)N=C=O.CCOCC.CCOCC.CCOCC.CCOCC.CCOCC.CCOCC
- HOMO (eV) = -8.701
- E_LUMO (eV) = 0.430